# 1
ORCA calculation (ωB97M-V with the def2-TZVPD basis set) on C4H7ClO in the gas phase at a distorted geometry.

Orbital gap (Ha): 0.3723
SMILES: Cl[C@@H]1CCOC1
E_HOMO (eV): -9.27
Spin multiplicity: 1
Total charge: 0

```
13
Properties=species:S:1:pos:R:3:nbo_charge:R:1
C -0.321 -0.666 0.709 -0.15
C 1.077 -0.246 0.834 -0.51
C 1.473 0.267 -0.387 -0.08
C -0.327 -1.086 -0.755 -0.10
H -0.860 -1.533 1.260 0.26
H 1.841 -1.007 0.937 0.24
H 1.147 0.449 1.767 0.25
H 1.300 1.261 -0.619 0.18
H 2.601 0.434 -0.660 0.19
H -1.349 -0.655 -1.220 0.20
H -0.238 -2.203 -1.022 0.18
O 0.709 -0.408 -1.327 -0.52
Cl -1.266 0.994 0.457 -0.14
```



# 2
ORCA calculation (ωB97M-V with the def2-TZVPD basis set) on C4H7ClOS in the gas phase at a distorted geometry.

Orbital gap (Ha): 0.3927
SMILES: CC(C)(Cl)C(=O)S
E_HOMO (eV): -10.09
Spin multiplicity: 1
Total charge: 0

```
14
Properties=species:S:1:pos:R:3:nbo_charge:R:1
C -0.902 0.104 -1.642 -0.63
C -0.161 0.589 -0.433 -0.12
C -0.978 1.412 0.575 -0.61
C 0.312 -0.619 0.459 0.48
H -0.233 -0.521 -2.302 0.24
H -1.361 0.951 -2.244 0.24
H -1.660 -0.586 -1.177 0.23
H -1.428 2.277 0.079 0.23
H -0.255 1.629 1.330 0.23
H -1.721 0.767 0.961 0.22
H -0.138 -2.566 1.538 0.15
O 1.441 -1.015 0.698 -0.53
S -1.044 -1.716 1.133 -0.10
Cl 1.314 1.453 -0.920 -0.02
```



# 3
ORCA calculation (ωB97M-V with the def2-TZVPD basis set) on 2 unconnected molecules or ions with the total composition C4H7ClOS at a distorted geometry.

Orbital gap (Ha): 0.3419
E_HOMO (eV): -8.63
Spin multiplicity: 1
Total charge: 0

```
14
Properties=species:S:1:pos:R:3:nbo_charge:R:1
C 2.022 0.301 -0.056 0.73
C 1.711 1.703 -0.325 -0.76
C -2.550 -0.944 0.001 -0.73
C 0.146 -0.643 0.369 -0.56
O 2.951 -0.407 -0.025 -0.46
S -1.160 0.087 -0.582 0.20
Cl 0.489 -2.334 0.019 -0.05
H 1.158 2.118 0.515 0.26
H 2.612 2.287 -0.517 0.24
H 1.039 1.742 -1.183 0.27
H -3.414 -0.299 0.136 0.22
H -2.266 -1.396 0.948 0.23
H -2.757 -1.714 -0.736 0.22
H 0.019 -0.500 1.436 0.20
```



# 4
ORCA calculation (ωB97M-V with the def2-TZVPD basis set) on 2 unconnected molecules or ions with the total composition C4H7ClS at a distorted geometry.

Orbital gap (spin up / spin down) (Ha): 0.2701 / 0.2675
E_HOMO (spin up / spin down) (eV): -8.22 / -8.20
Spin multiplicity: 1
Total charge: 0

```
13
Properties=species:S:1:pos:R:3:nbo_charge:R:1
C 1.628 1.224 0.407 -0.34
C 0.372 0.997 0.482 0.24
C -1.023 1.440 0.421 -0.69
C 0.126 -2.157 -0.644 -0.78
S -0.155 -1.511 1.040 -0.08
Cl 2.916 0.051 0.153 0.03
H 1.825 2.264 0.298 0.23
H -0.973 2.314 -0.193 0.22
H -1.211 1.608 1.456 0.25
H -1.711 0.843 -0.013 0.25
H 0.362 -1.202 -1.247 0.23
H -0.654 -2.707 -1.160 0.21
H 0.939 -2.976 -0.636 0.22
```



# 5
ORCA calculation (ωB97M-V with the def2-TZVPD basis set) on a molecular structure, C4H7CoO3 at a distorted geometry.

Orbital gap (spin up / spin down) (Ha): 0.3470 / 0.3230
E_HOMO (spin up / spin down) (eV): -9.42 / -9.41
Spin multiplicity: 5
Total charge: 0

```
15
Properties=species:S:1:pos:R:3:nbo_charge:R:1
O 0.961 -2.385 0.959 -0.75
Co -0.448 -1.268 1.409 1.43
O -2.125 -1.082 0.587 -0.90
C -1.943 -0.633 -0.713 -0.09
C -0.768 0.326 -0.856 -0.10
O 0.053 0.337 0.327 -0.61
C 1.154 1.153 0.371 0.12
C 2.257 0.785 1.016 -0.48
H -2.834 -0.103 -1.104 0.16
H -1.777 -1.474 -1.419 0.16
H -1.170 1.349 -0.901 0.20
H 0.001 -0.152 -1.657 0.21
H 1.151 1.922 -0.405 0.19
H 2.390 -0.253 1.333 0.23
H 3.097 1.477 1.053 0.22
```



# 6
ORCA calculation (ωB97M-V with the def2-TZVPD basis set) on a molecular structure, C4H7CsO2 at a distorted geometry.

Orbital gap (spin up / spin down) (Ha): 0.1194 / 0.1810
E_HOMO (spin up / spin down) (eV): -1.15 / -2.17
Spin multiplicity: 2
Total charge: -1

```
14
Properties=species:S:1:pos:R:3:nbo_charge:R:1
O 1.981 0.675 -0.373 -0.74
C 0.776 0.586 -0.674 0.39
C -0.345 1.106 0.176 -0.51
H -0.826 1.948 -0.353 0.18
H 0.505 0.466 -1.748 0.09
H 0.040 1.409 1.159 0.20
Cs 5.630 1.168 -2.109 0.03
C -0.504 -1.326 0.033 -0.24
C -1.335 -0.074 0.300 -0.45
O -0.043 -1.877 1.302 -0.78
H -1.164 -2.076 -0.452 0.09
H -1.807 -0.051 1.309 0.15
H -2.116 0.014 -0.474 0.18
H -0.793 -1.968 1.904 0.41
```



# 7
ORCA calculation (ωB97M-V with the def2-TZVPD basis set) on a molecular structure, C4H7ErO3 at a distorted geometry.

Orbital gap (spin up / spin down) (Ha): 0.1931 / 0.1830
E_HOMO (spin up / spin down) (eV): -6.11 / -6.11
Spin multiplicity: 4
Total charge: 0

```
15
Properties=species:S:1:pos:R:3:nbo_charge:R:1
O 0.588 1.250 0.004 -0.68
Er 5.204 0.486 -0.461 0.95
O 2.719 0.863 0.410 -0.94
C 1.610 0.484 -0.058 0.96
O 1.435 -0.827 -0.087 -0.58
C 0.096 -1.411 -0.218 -0.13
H -0.171 -1.214 -1.270 0.18
H 0.211 -2.378 0.296 0.20
C -0.948 0.149 0.664 -0.33
C -1.988 0.533 -0.384 -0.62
H -0.266 -0.062 1.501 0.23
H -1.637 0.192 1.535 0.14
H -1.779 0.161 -1.396 0.20
H -2.976 0.149 -0.096 0.20
H -2.098 1.625 -0.441 0.22
```



# 8
ORCA calculation (ωB97M-V with the def2-TZVPD basis set) on 3 unconnected molecules or ions with the total composition C4H7F at a distorted geometry.

Orbital gap (Ha): 0.3523
E_HOMO (eV): -8.99
Spin multiplicity: 1
Total charge: 0

```
12
Properties=species:S:1:pos:R:3:nbo_charge:R:1
C -1.873 -0.366 -0.046 -0.57
C -0.628 0.198 -0.297 -0.28
C 0.546 -0.163 0.230 -0.20
C 1.817 0.443 0.076 0.01
H -1.151 -1.802 -0.203 0.19
H -2.649 -0.042 1.190 0.25
H -2.476 -0.110 -1.082 0.23
H -0.488 1.054 -0.927 0.19
H 0.628 -0.897 0.810 0.18
H 2.044 0.890 1.074 0.18
H 1.647 1.469 -0.547 0.17
F 2.584 -0.675 -0.277 -0.36
```



# 9
ORCA calculation (ωB97M-V with the def2-TZVPD basis set) on C4H7FN2 in the gas phase at a distorted geometry.

Orbital gap (Ha): 0.3372
SMILES: C=C/C(CF)=N/N
E_HOMO (eV): -8.31
Spin multiplicity: 1
Total charge: 0

```
14
Properties=species:S:1:pos:R:3:nbo_charge:R:1
C -0.400 0.127 -0.027 0.05
C 0.960 0.251 0.641 -0.01
C -1.588 -0.240 0.689 -0.20
C -1.589 -0.427 2.036 -0.43
H 1.393 0.196 -1.700 0.37
H 0.474 0.396 -3.009 0.36
H 1.332 1.302 0.591 0.19
H 0.910 -0.097 1.695 0.19
H -2.511 -0.433 0.115 0.23
H -2.613 -0.707 2.380 0.21
H -0.765 -0.202 2.773 0.20
N 0.542 0.565 -1.978 -0.62
N -0.551 0.317 -1.285 -0.17
F 1.950 -0.544 -0.004 -0.38
```



# 10
ORCA calculation (ωB97M-V with the def2-TZVPD basis set) on C4H7FN2 in the gas phase at a distorted geometry.

Orbital gap (Ha): 0.3805
SMILES: N/N=C\[C@@H]1C[C@H]1F
E_HOMO (eV): -9.22
Spin multiplicity: 1
Total charge: 0

```
14
Properties=species:S:1:pos:R:3:nbo_charge:R:1
C -0.640 -1.133 0.030 0.01
C 0.494 -0.289 0.487 -0.37
C 0.869 0.931 -0.316 -0.45
C 1.676 -0.305 -0.400 0.21
H -3.126 0.712 0.243 0.37
H -1.521 0.983 0.764 0.35
H -0.527 -2.180 -0.288 0.19
H 0.723 -0.347 1.522 0.24
H 0.208 1.218 -1.143 0.24
H 1.278 1.763 0.276 0.24
H 1.658 -0.975 -1.267 0.18
N -2.119 0.601 0.052 -0.67
N -1.842 -0.760 -0.175 -0.22
F 2.869 -0.218 0.213 -0.34
```



# 11
ORCA calculation (ωB97M-V with the def2-TZVPD basis set) on a molecular structure, C4H7FN2 at a distorted geometry.

Orbital gap (Ha): 0.3048
E_HOMO (eV): -7.36
Spin multiplicity: 1
Total charge: 0

```
14
Properties=species:S:1:pos:R:3:nbo_charge:R:1
C -0.987 0.536 1.315 -0.49
C -0.379 -0.580 0.831 0.06
C -0.427 1.729 0.836 0.41
C 0.836 -1.485 -1.184 -0.41
N 0.588 0.842 -0.591 -0.52
N 0.394 -0.432 -0.306 -0.25
F -1.328 2.669 0.517 -0.33
H -1.767 0.280 2.027 0.24
H -0.545 -1.493 1.280 0.20
H 0.420 2.077 1.260 0.16
H 0.448 -2.472 -0.964 0.22
H 0.615 -1.281 -2.212 0.20
H 2.001 -1.587 -1.312 0.19
H 0.132 1.197 -1.496 0.33
```



# 12
ORCA calculation (ωB97M-V with the def2-TZVPD basis set) on 2 unconnected molecules or ions with the total composition C4H7FN2 at a distorted geometry.

Orbital gap (Ha): 0.3822
E_HOMO (eV): -9.79
Spin multiplicity: 1
Total charge: 0

```
14
Properties=species:S:1:pos:R:3:nbo_charge:R:1
C 1.845 -0.986 0.705 -0.34
C 2.457 0.110 0.280 -0.07
C 1.214 1.856 -1.046 0.28
C -2.206 -0.373 -0.602 -0.45
N 1.801 1.051 -0.441 -0.52
N -1.388 0.425 0.279 -0.22
F -2.226 1.030 1.254 -0.28
H 2.368 -1.734 1.276 0.21
H 0.799 -1.147 0.504 0.22
H 3.503 0.331 0.471 0.22
H -0.982 1.227 -0.215 0.35
H -1.532 -0.801 -1.340 0.21
H -2.654 -1.175 -0.015 0.21
H -2.998 0.184 -1.112 0.19
```